No. 1
A single C4H9NO2 molecule, computed with ωB97M-V with the def2-TZVPD basis set.

Geometry as XYZ:
```
16
C4H9NO2 | the OMol25 dataset | ωB97M-V with the def2-TZVPD basis set
O -0.34 -0.43 1.36
C 0.98 0.03 -0.64
H 0.92 1.78 -1.92
N -2.05 -1.96 1.73
H 2.25 0.67 -2.28
C 1.66 1.11 -1.47
C 0.18 0.61 0.52
H 0.31 -0.57 -1.26
H -3.00 -1.01 0.06
C -1.52 -1.00 1.10
H -0.64 1.24 0.16
H 1.73 -0.65 -0.22
H -1.45 -2.30 2.48
H 0.82 1.21 1.17
O -2.20 -0.45 0.07
H 2.34 1.72 -0.86
```

Charge: 0
Energy above the lowest of the compared OMol25 structures with the same formula, charge and spin: 101.9 kJ/mol
Lowest unoccupied orbital energy: 0.9 eV
Electronic energy: -9879.0047 eV
HOMO-LUMO gap: 0.3908 hartree

Mulliken population analysis, charges in e, atoms 1 to 4: O -0.372; C -0.173; H 0.336; N -0.796



No. 2
A molecular structure, C25H31IN5NiO2PS3, computed with ωB97M-V with the def2-TZVPD basis set.

Geometry as XYZ:
```
69
C25H31IN5NiO2PS3 | the OMol25 dataset | ωB97M-V with the def2-TZVPD basis set
C -2.65 1.21 -4.39
H -1.74 -4.44 5.82
C -1.24 0.61 2.51
N -5.06 1.34 -4.54
O 1.07 2.27 -2.69
H 4.38 0.98 -1.90
H 2.59 3.45 -0.34
H 4.69 3.84 -1.39
H 1.42 2.26 1.70
H 1.35 -3.50 -2.34
C 1.74 -0.63 -2.52
P 0.91 -1.44 -1.10
N 4.13 1.83 -1.41
C -0.67 -3.36 1.26
H -2.05 -5.03 1.16
H -1.01 -0.61 -2.27
C 3.49 1.65 -0.25
S 3.48 0.10 0.48
I 2.03 -0.44 3.62
H 1.39 -1.13 -3.42
N 2.95 2.75 0.30
C 4.28 3.11 -2.09
C -3.87 1.64 -3.88
C 1.62 -3.12 -1.36
C 0.49 -1.90 5.72
C -0.52 1.46 0.54
H 3.33 3.47 -2.49
C -1.07 -3.69 5.42
H 2.81 -0.75 -2.43
C 2.39 2.76 1.64
H -5.90 1.40 -4.00
H -0.51 1.21 -4.15
C -1.70 1.86 2.68
C -0.91 -3.61 4.01
S -1.30 2.85 1.32
N 0.11 1.42 -0.64
H -1.39 -0.21 3.19
Ni 1.08 -0.89 1.18
O 0.03 3.89 -1.15
S 0.03 2.57 -1.74
C -0.80 -1.55 -1.74
H -2.27 -5.23 3.60
C -1.50 -4.36 1.81
C 0.65 -1.82 4.37
H 1.31 -3.82 -0.59
H -2.62 0.61 -5.30
H 1.04 -1.23 6.38
H 4.98 2.97 -2.91
H -0.67 -3.30 0.18
C -2.70 2.76 -2.09
H -2.72 3.40 -1.21
C -0.04 -2.63 3.43
H -0.90 -2.39 -2.43
N -0.57 0.37 1.32
H -5.03 0.59 -5.20
C -1.49 2.32 -2.60
C -1.47 1.54 -3.76
C -1.63 -4.48 3.16
H 2.71 -3.02 -1.31
H -4.83 2.78 -2.33
H -2.26 2.25 3.51
H 3.08 2.28 2.32
H -1.52 -1.64 -0.93
H 1.48 0.43 -2.56
C 0.08 -2.49 2.00
H 2.25 3.80 1.94
C -3.88 2.43 -2.73
C -0.40 -2.85 6.26
H -0.53 -2.92 7.33
```

Charge: 0
Energy above the lowest of the compared OMol25 structures with the same formula, charge and spin: 27.6 kJ/mol
Lowest unoccupied orbital energy (spin up / spin down): 0.6 / 0.3 eV
2S+1: 3
Electronic energy: -128913.1760 eV
HOMO-LUMO gap (spin up / spin down): 0.2907 / 0.2911 hartree

Mulliken population analysis, charges in e, atoms 1 to 4: C -0.655; H 0.355; C -0.695; N -0.548



No. 3
A single C3H5N3S molecule in a non-equilibrium geometry, computed with ωB97M-V with the def2-TZVPD basis set.

Geometry as XYZ:
```
12
C3H5N3S | the OMol25 dataset | ωB97M-V with the def2-TZVPD basis set
H -2.06 -0.91 1.21
C -1.00 2.57 0.01
H 0.53 -1.56 0.47
C 0.53 0.40 -0.09
H 2.42 -1.26 -0.79
S -1.73 -1.16 -0.06
H -1.66 3.34 0.17
C -0.36 1.54 -0.07
N -0.04 -0.92 -0.04
N 1.80 0.51 0.04
H 3.49 -0.48 0.29
N 2.52 -0.69 0.07
```

Charge: 0
Energy above the lowest of the compared OMol25 structures with the same formula, charge and spin: 374.6 kJ/mol
Lowest unoccupied orbital energy: 0.8 eV
Electronic energy: -18494.0157 eV
HOMO-LUMO gap: 0.3390 hartree

Mulliken population analysis, charges in e, atoms 1 to 4: H 0.132; C 0.062; H 0.358; C 0.412